# 1
ORCA calculation (ωB97M-V/def2-TZVPD) on a molecular structure, C34H33Br2N14O2Sn.

The geometry in XYZ format:
```
86
Properties=species:S:1:pos:R:3
Sn 0.301 0.212 0.462
C -0.867 -3.065 -0.153
N -0.631 -2.297 1.058
C 0.261 -2.913 2.034
C 1.643 -2.297 2.003
N 2.019 -1.360 1.161
C 3.378 -1.138 1.418
C 4.283 -0.290 0.793
C 5.579 -0.282 1.268
C 5.972 -1.107 2.333
C 5.088 -1.973 2.946
C 3.787 -1.970 2.460
N 2.657 -2.701 2.803
C -1.087 -2.164 -1.331
N -0.171 -1.050 -1.594
C -0.084 -1.008 -3.029
C 0.646 -0.132 -3.796
C 0.625 -0.321 -5.177
C -0.107 -1.362 -5.737
C -0.838 -2.250 -4.950
C -0.803 -2.059 -3.584
N -1.346 -2.838 -2.555
H -1.739 -3.725 -0.062
H -0.002 -3.690 -0.380
H -1.507 -2.016 1.498
H 0.372 -3.988 1.856
H -0.164 -2.809 3.032
H 3.984 0.310 -0.051
H 6.312 0.362 0.801
H 6.999 -1.075 2.671
H 5.402 -2.619 3.754
H 2.604 -3.419 3.506
H 1.234 0.650 -3.339
H 1.200 0.340 -5.810
H -0.091 -1.504 -6.810
H -1.396 -3.063 -5.394
H -2.270 -3.224 -2.683
Br -3.688 3.131 6.538
C -3.069 1.951 5.213
C -2.074 1.035 5.505
C -1.635 0.229 4.470
N -2.124 0.257 3.230
C -3.114 1.121 2.975
C -3.601 2.000 3.939
C -3.729 1.084 1.613
C -5.057 1.444 1.430
C -5.601 1.296 0.164
Br -7.397 1.766 -0.141
C -4.835 0.783 -0.864
C -3.509 0.476 -0.589
N -2.966 0.642 0.612
H -1.657 0.953 6.498
H -0.838 -0.483 4.653
H -4.362 2.728 3.699
H -5.670 1.796 2.247
H -5.245 0.617 -1.849
H -2.083 0.787 -2.151
N -2.909 0.520 -4.519
C -3.513 -0.523 -3.872
N -4.318 -1.303 -4.659
N -3.427 -0.824 -2.622
C -2.614 -0.076 -1.721
N -1.570 -0.847 -1.034
H -2.874 0.471 -5.524
H -2.061 0.883 -4.118
H -4.644 -0.930 -5.534
H -4.980 -1.868 -4.154
N 1.799 3.653 -0.983
C 2.091 2.385 -1.336
O 1.202 1.479 -1.113
C 3.331 2.109 -1.933
C 4.288 3.149 -2.064
N 5.069 3.995 -2.124
C 3.645 0.809 -2.393
N 3.901 -0.264 -2.737
H 2.399 4.413 -1.256
H 0.885 3.846 -0.618
C 3.324 1.692 3.483
C 2.836 2.420 2.249
O 1.405 2.336 2.105
H 4.413 1.725 3.535
H 3.016 0.645 3.456
H 2.928 2.149 4.392
H 3.247 1.967 1.347
H 3.141 3.468 2.260
H 1.001 2.742 2.878
```

Net charge   +1
Highest occupied orbital energy   -10.0 eV
LUMO   -0.090 Eh
Energy   -206662.125 eV
F_max   0.40 eV Å⁻¹
Multiplicity   1
Kohn-Sham gap   7.59 eV

# 2
ORCA calculation (ωB97M-V/def2-TZVPD) on a molecular structure, C23H28N5O4ReS.

The geometry in XYZ format:
```
62
Properties=species:S:1:pos:R:3
Re 0.119 -0.955 0.692
N -5.594 -4.236 3.370
C -4.893 -3.348 2.643
C -5.423 -2.068 2.368
C -4.713 -1.163 1.626
C -3.446 -1.510 1.137
C -2.903 -2.774 1.400
C -3.614 -3.679 2.141
S -2.564 -0.318 0.288
O -3.382 0.595 -0.419
O -1.503 -1.038 -0.575
N -1.451 0.401 1.212
C -1.161 0.405 2.555
N 0.081 -0.135 2.629
C 0.708 -0.149 3.810
C 0.049 0.364 4.909
C -1.241 0.851 4.735
N -1.861 0.882 3.549
H -6.532 -4.034 3.667
H -5.259 -5.173 3.510
H -6.406 -1.808 2.738
H -5.134 -0.191 1.405
H -1.949 -3.072 0.976
H -3.209 -4.666 2.322
H 1.702 -0.571 3.848
H 0.524 0.370 5.878
H -1.807 1.234 5.575
C 3.398 -2.002 1.974
C 2.665 -2.651 0.820
C 2.828 -4.151 0.767
O 1.239 -2.366 0.966
H 4.468 -2.196 1.897
H 3.054 -2.420 2.922
H 3.252 -0.919 1.972
H 2.965 -2.193 -0.125
H 2.510 -4.605 1.706
H 3.876 -4.401 0.603
H 2.245 -4.579 -0.049
C -0.365 2.113 -2.008
N 0.713 1.601 -2.865
C 0.925 2.333 -4.135
C 1.482 0.599 -2.614
O 1.552 -0.141 -1.547
H -1.264 2.175 -2.617
H -0.092 3.103 -1.647
H -0.544 1.449 -1.172
H -0.019 2.782 -4.428
H 1.249 1.643 -4.909
H 1.667 3.114 -3.983
H 2.156 0.278 -3.403
C 1.166 0.275 -0.183
C 1.886 1.508 0.190
C 1.269 2.453 1.012
C 1.952 3.597 1.392
C 3.258 3.803 0.969
C 3.882 2.867 0.155
C 3.201 1.727 -0.240
H 0.240 2.314 1.316
H 1.462 4.334 2.014
H 3.790 4.694 1.272
H 4.902 3.023 -0.168
H 3.704 0.992 -0.856
```

Net charge   +2
Highest occupied orbital energy   -13.5 eV
LUMO   -0.220 Eh
Energy   -52895.125 eV
F_max   0.24 eV Å⁻¹
Multiplicity   1
Kohn-Sham gap   7.53 eV

- Look up the highest occupied orbital energy of the second one.
  -13.5 eV

Repeat the first record exactly.
ORCA calculation (ωB97M-V/def2-TZVPD) on a molecular structure, C34H33Br2N14O2Sn.

The geometry in XYZ format:
```
86
Properties=species:S:1:pos:R:3
Sn 0.301 0.212 0.462
C -0.867 -3.065 -0.153
N -0.631 -2.297 1.058
C 0.261 -2.913 2.034
C 1.643 -2.297 2.003
N 2.019 -1.360 1.161
C 3.378 -1.138 1.418
C 4.283 -0.290 0.793
C 5.579 -0.282 1.268
C 5.972 -1.107 2.333
C 5.088 -1.973 2.946
C 3.787 -1.970 2.460
N 2.657 -2.701 2.803
C -1.087 -2.164 -1.331
N -0.171 -1.050 -1.594
C -0.084 -1.008 -3.029
C 0.646 -0.132 -3.796
C 0.625 -0.321 -5.177
C -0.107 -1.362 -5.737
C -0.838 -2.250 -4.950
C -0.803 -2.059 -3.584
N -1.346 -2.838 -2.555
H -1.739 -3.725 -0.062
H -0.002 -3.690 -0.380
H -1.507 -2.016 1.498
H 0.372 -3.988 1.856
H -0.164 -2.809 3.032
H 3.984 0.310 -0.051
H 6.312 0.362 0.801
H 6.999 -1.075 2.671
H 5.402 -2.619 3.754
H 2.604 -3.419 3.506
H 1.234 0.650 -3.339
H 1.200 0.340 -5.810
H -0.091 -1.504 -6.810
H -1.396 -3.063 -5.394
H -2.270 -3.224 -2.683
Br -3.688 3.131 6.538
C -3.069 1.951 5.213
C -2.074 1.035 5.505
C -1.635 0.229 4.470
N -2.124 0.257 3.230
C -3.114 1.121 2.975
C -3.601 2.000 3.939
C -3.729 1.084 1.613
C -5.057 1.444 1.430
C -5.601 1.296 0.164
Br -7.397 1.766 -0.141
C -4.835 0.783 -0.864
C -3.509 0.476 -0.589
N -2.966 0.642 0.612
H -1.657 0.953 6.498
H -0.838 -0.483 4.653
H -4.362 2.728 3.699
H -5.670 1.796 2.247
H -5.245 0.617 -1.849
H -2.083 0.787 -2.151
N -2.909 0.520 -4.519
C -3.513 -0.523 -3.872
N -4.318 -1.303 -4.659
N -3.427 -0.824 -2.622
C -2.614 -0.076 -1.721
N -1.570 -0.847 -1.034
H -2.874 0.471 -5.524
H -2.061 0.883 -4.118
H -4.644 -0.930 -5.534
H -4.980 -1.868 -4.154
N 1.799 3.653 -0.983
C 2.091 2.385 -1.336
O 1.202 1.479 -1.113
C 3.331 2.109 -1.933
C 4.288 3.149 -2.064
N 5.069 3.995 -2.124
C 3.645 0.809 -2.393
N 3.901 -0.264 -2.737
H 2.399 4.413 -1.256
H 0.885 3.846 -0.618
C 3.324 1.692 3.483
C 2.836 2.420 2.249
O 1.405 2.336 2.105
H 4.413 1.725 3.535
H 3.016 0.645 3.456
H 2.928 2.149 4.392
H 3.247 1.967 1.347
H 3.141 3.468 2.260
H 1.001 2.742 2.878
```

Net charge   +1
Highest occupied orbital energy   -10.0 eV
LUMO   -0.090 Eh
Energy   -206662.125 eV
F_max   0.40 eV Å⁻¹
Multiplicity   1
Kohn-Sham gap   7.59 eV

- Which value of energy does entry 2 give?
  -52895.125 eV

Repeat the second record exactly.
ORCA calculation (ωB97M-V/def2-TZVPD) on a molecular structure, C23H28N5O4ReS.

The geometry in XYZ format:
```
62
Properties=species:S:1:pos:R:3
Re 0.119 -0.955 0.692
N -5.594 -4.236 3.370
C -4.893 -3.348 2.643
C -5.423 -2.068 2.368
C -4.713 -1.163 1.626
C -3.446 -1.510 1.137
C -2.903 -2.774 1.400
C -3.614 -3.679 2.141
S -2.564 -0.318 0.288
O -3.382 0.595 -0.419
O -1.503 -1.038 -0.575
N -1.451 0.401 1.212
C -1.161 0.405 2.555
N 0.081 -0.135 2.629
C 0.708 -0.149 3.810
C 0.049 0.364 4.909
C -1.241 0.851 4.735
N -1.861 0.882 3.549
H -6.532 -4.034 3.667
H -5.259 -5.173 3.510
H -6.406 -1.808 2.738
H -5.134 -0.191 1.405
H -1.949 -3.072 0.976
H -3.209 -4.666 2.322
H 1.702 -0.571 3.848
H 0.524 0.370 5.878
H -1.807 1.234 5.575
C 3.398 -2.002 1.974
C 2.665 -2.651 0.820
C 2.828 -4.151 0.767
O 1.239 -2.366 0.966
H 4.468 -2.196 1.897
H 3.054 -2.420 2.922
H 3.252 -0.919 1.972
H 2.965 -2.193 -0.125
H 2.510 -4.605 1.706
H 3.876 -4.401 0.603
H 2.245 -4.579 -0.049
C -0.365 2.113 -2.008
N 0.713 1.601 -2.865
C 0.925 2.333 -4.135
C 1.482 0.599 -2.614
O 1.552 -0.141 -1.547
H -1.264 2.175 -2.617
H -0.092 3.103 -1.647
H -0.544 1.449 -1.172
H -0.019 2.782 -4.428
H 1.249 1.643 -4.909
H 1.667 3.114 -3.983
H 2.156 0.278 -3.403
C 1.166 0.275 -0.183
C 1.886 1.508 0.190
C 1.269 2.453 1.012
C 1.952 3.597 1.392
C 3.258 3.803 0.969
C 3.882 2.867 0.155
C 3.201 1.727 -0.240
H 0.240 2.314 1.316
H 1.462 4.334 2.014
H 3.790 4.694 1.272
H 4.902 3.023 -0.168
H 3.704 0.992 -0.856
```

Net charge   +2
Highest occupied orbital energy   -13.5 eV
LUMO   -0.220 Eh
Energy   -52895.125 eV
F_max   0.24 eV Å⁻¹
Multiplicity   1
Kohn-Sham gap   7.53 eV